The following is a quantum chemistry calculation of a cluster of 2 separate species, C26H23N3O4 in total at a distorted geometry, from the OMol25 dataset.

```
56
Properties=species:S:1:pos:R:3:forces:R:3:nbo_charge:R:1
C -2.741 -3.969 1.227 0.5587 -0.0479 0.0584 -0.4107
N -1.663 -2.994 1.383 -0.7892 0.9094 -0.1204 -0.6115
C -0.433 -3.279 1.834 0.8257 -1.5905 0.6771 0.6522
O -0.121 -4.418 2.169 -0.0707 0.6584 -0.0693 -0.6213
C 0.550 -2.094 1.974 0.2374 0.2772 -0.0029 -0.1022
C 1.020 -1.516 0.627 -0.0607 -0.0258 -0.5020 -0.4340
C -0.077 -1.121 -0.313 -0.3781 0.7428 0.4025 -0.1295
C -0.456 -1.821 -1.406 0.0079 0.3667 0.0512 -0.0046
N -1.526 -1.192 -2.011 -0.5397 -0.5788 -1.0116 -0.5304
C -1.903 -0.060 -1.325 0.9693 -0.2347 0.7507 0.1164
C -2.914 0.888 -1.529 0.0769 0.3956 0.3341 -0.2538
C -3.034 1.959 -0.629 0.6047 -1.0171 -0.2692 -0.2116
C -2.149 2.064 0.460 0.5967 -0.9199 -0.2136 -0.2350
C -1.139 1.102 0.658 -0.5113 0.2931 -0.3797 -0.2263
C -0.987 0.018 -0.232 -0.3902 0.5180 0.2639 -0.0470
N 1.695 -2.363 2.866 -1.6572 0.8019 -0.0738 -0.6130
C 2.664 -3.262 2.662 1.3455 -1.3782 -1.0395 0.6881
C 3.546 -3.560 3.852 -0.1063 0.0320 -0.0450 -0.7076
O 2.891 -3.811 1.593 -0.4276 0.3811 0.1446 -0.6237
H -3.701 -3.457 1.148 0.1990 0.0718 0.0157 0.2050
H -2.762 -4.641 2.088 0.0542 0.0803 -0.1243 0.2217
H -2.573 -4.560 0.326 -0.1166 -0.1160 0.0347 0.1979
H -1.831 -2.052 1.063 -0.0773 -0.1144 0.0068 0.4042
H -0.028 -1.303 2.449 0.0148 0.1253 0.2448 0.2075
H 1.636 -0.638 0.822 0.1326 -0.0187 0.1836 0.2189
H 1.645 -2.248 0.115 0.1039 -0.0526 0.1837 0.2534
H 0.012 -2.741 -1.741 -0.4016 0.1796 -0.3123 0.2290
H -1.948 -1.514 -2.871 0.0908 0.1357 0.1826 0.4187
H -3.582 0.802 -2.372 -0.0818 0.0209 -0.1034 0.2268
H -3.798 2.709 -0.779 -0.0253 -0.0340 -0.0457 0.2213
H -2.238 2.899 1.140 0.0311 -0.0094 0.0622 0.2158
H -0.456 1.205 1.486 0.0954 0.0770 0.2049 0.2087
H 1.646 -1.976 3.792 -0.2035 -0.0728 0.0248 0.3937
H 3.993 -2.638 4.217 0.0639 0.0387 0.2344 0.2155
H 4.330 -4.250 3.543 -0.1246 0.1300 0.0023 0.2442
H 2.945 -4.025 4.632 0.0481 0.0449 0.1819 0.2276
O -0.196 0.977 -4.641 -0.2658 1.2845 1.0380 -0.4670
C -0.119 1.795 -3.728 1.3424 -3.6115 -2.1209 0.4421
C -0.998 2.943 -3.481 -3.4852 2.6687 -0.7959 0.4348
O -1.969 3.300 -4.144 1.4018 -0.8246 0.5878 -0.4617
C -0.520 3.587 -2.263 -0.4162 1.7120 1.3151 -0.0760
C -0.929 4.690 -1.507 -0.0911 -0.7349 -0.9571 -0.1637
C -0.228 5.028 -0.335 1.0520 -0.7830 0.2991 -0.2170
C 0.881 4.268 0.082 -1.2781 1.0896 -0.2666 -0.1470
C 1.295 3.161 -0.674 0.2531 0.1765 0.4648 -0.0941
C 2.380 2.335 -0.345 0.6602 -1.4488 -0.8039 -0.1418
C 2.705 1.240 -1.169 -0.3632 1.0397 0.7686 -0.2203
C 1.950 0.956 -2.323 -0.9862 0.3173 -0.7130 -0.1595
C 0.870 1.780 -2.655 1.7415 -1.1433 0.6782 -0.0800
C 0.574 2.855 -1.829 0.3810 0.1884 0.6631 -0.0024
H -1.789 5.272 -1.826 0.0915 -0.0371 0.0491 0.2308
H -0.546 5.884 0.251 0.0546 -0.1163 -0.0707 0.2228
H 1.415 4.538 0.987 -0.0410 -0.0194 -0.0691 0.2172
H 2.971 2.538 0.542 -0.0416 -0.0120 -0.0618 0.2170
H 3.543 0.601 -0.910 -0.1040 0.0908 -0.0232 0.2276
H 2.194 0.104 -2.950 -0.0008 0.0935 0.0861 0.2337
```
Positions in Å, forces in eV/Å.

The molar mass is 441.5 g mol⁻¹. The largest force on an atom comes out at 4.46 eV/Å. Its SMILES is CNC(=O)[C@H](Cc1c[nH]c2ccccc12)NC(C)=O.O=C1C(=O)c2cccc3cccc1c23. The HOMO energy comes out at -8.22 eV. The calculation puts the orbital gap at 7.08 eV. The calculation puts the total energy at -1469.8486 Ha.